{
  "formula": "C20H33NO4",
  "method": "wB97M-V/def2-TZVPD",
  "symbols": ["C", "C", "H", "O", "C", "C", "C", "C", "C", "O", "H", "H", "H", "H", "H", "H", "H", "H", "C", "C", "C", "C", "O", "N", "C", "C", "C", "H", "H", "H", "H", "H", "H", "O", "H", "H", "C", "C", "C", "C", "C", "C", "H", "H", "H", "H", "H", "H", "H", "H", "H", "H", "H", "H", "H", "H", "H", "H"],
  "coordinates": [[-1.992203, 3.397710, 0.251952], [-1.012130, 2.613689, -0.616752], [-0.306969, 3.297243, -1.095551], [-0.188743, 1.727110, 0.124162], [-0.785402, 0.534731, 0.539013], [0.225547, -0.221559, 1.417519], [-0.500428, -1.291980, 2.245736], [-1.321275, -0.723353, 3.401047], [-1.963935, -1.839239, 4.228772], [-2.784440, -1.346447, 5.260130], [-2.252663, -0.792023, 5.842263], [-1.181831, -2.495555, 4.638798], [-2.621479, -2.442432, 3.598607], [-0.670599, -0.126377, 4.047529], [-2.115627, -0.071425, 3.034761], [0.242781, -1.971921, 2.668214], [-1.146445, -1.874499, 1.584865], [0.644498, 0.525617, 2.094613], [1.364722, -0.847465, 0.578485], [0.987216, -0.984456, -0.859922], [-0.227675, -0.729165, -1.338398], [-0.575475, -0.963907, -2.767275], [0.235658, -1.366664, -3.580663], [-1.865054, -0.686141, -3.061739], [-2.423501, -0.861595, -4.357776], [-3.828587, -1.362985, -4.500442], [-3.500641, 0.065809, -4.831902], [-3.498108, 0.370447, -5.866483], [-3.844006, 0.832498, -4.153486], [-4.051488, -2.043793, -5.306590], [-4.391277, -1.555848, -3.599404], [-1.665018, -1.197911, -5.052482], [-2.470568, -0.391937, -2.309895], [-1.248544, -0.223754, -0.555397], [1.728775, -1.360063, -1.546790], [1.508163, -1.874765, 0.943741], [2.748044, -0.173054, 0.716413], [3.286928, -0.248881, 2.146262], [4.705855, 0.310659, 2.209494], [4.733583, 1.752084, 1.711397], [4.190036, 1.831275, 0.288280], [2.771598, 1.272085, 0.224677], [2.109424, 1.884455, 0.836420], [2.397752, 1.311960, -0.799550], [4.193991, 2.867973, -0.054258], [4.838276, 1.257198, -0.378166], [4.120306, 2.373964, 2.367850], [5.755129, 2.136987, 1.744335], [5.077789, 0.262120, 3.235536], [5.364132, -0.299544, 1.586767], [2.650504, 0.328472, 2.819630], [3.283824, -1.286377, 2.490364], [3.427850, -0.751744, 0.078745], [-1.702169, 0.740246, 1.113484], [-1.550325, 2.062682, -1.397919], [-2.744338, 2.743791, 0.687118], [-1.456951, 3.897383, 1.055408], [-2.495097, 4.144483, -0.356073]],
  "atomic_forces_ev_per_a": [[0.323, -0.319, -0.106], [-0.184, 0.200, -0.105], [-0.125, -0.061, -0.044], [0.023, -0.216, 0.102], [-0.089, 0.342, 0.762], [-0.127, -0.131, -0.220], [0.006, 0.356, 0.170], [-0.141, -0.415, -0.031], [0.311, 0.121, -0.296], [-0.218, 0.225, 0.394], [-0.055, -0.066, -0.047], [-0.069, 0.003, -0.120], [0.106, -0.020, -0.005], [0.008, 0.061, 0.027], [-0.034, 0.061, 0.057], [0.032, -0.065, -0.084], [0.013, -0.131, -0.042], [-0.034, 0.004, 0.031], [0.113, 0.154, -0.046], [-0.441, -0.040, -0.090], [0.613, -0.071, 0.338], [-0.158, 0.058, -0.087], [0.118, -0.065, -0.048], [-0.347, 0.148, 0.287], [0.039, -0.070, -0.257], [0.020, -0.165, -0.025], [0.082, 0.114, -0.094], [0.025, -0.006, -0.100], [0.005, 0.032, 0.130], [0.014, -0.048, -0.091], [0.003, 0.026, 0.129], [-0.149, 0.027, -0.033], [0.145, -0.010, 0.004], [0.058, -0.278, -0.297], [0.023, -0.055, -0.196], [-0.019, 0.062, 0.012], [-0.368, 0.080, 0.212], [0.234, -0.183, -0.275], [-0.166, 0.188, 0.242], [0.225, -0.164, -0.203], [-0.174, 0.169, 0.193], [0.322, -0.174, -0.184], [-0.064, 0.036, 0.022], [-0.099, 0.068, -0.012], [0.052, -0.002, -0.079], [0.063, 0.008, -0.076], [-0.009, 0.074, 0.063], [-0.013, 0.070, 0.062], [0.068, -0.057, -0.020], [0.066, -0.057, 0.000], [-0.093, 0.025, 0.083], [-0.077, -0.041, 0.055], [0.030, -0.025, -0.019], [0.185, -0.030, -0.152], [0.124, 0.087, 0.017], [-0.114, -0.007, 0.055], [0.018, 0.083, 0.079], [-0.099, 0.089, -0.043]],
  "lowdin_charge": [-0.062, -0.227, 0.127, -0.083, -0.318, -0.178, -0.149, -0.181, -0.285, -0.067, 0.085, 0.120, 0.124, 0.121, 0.112, 0.119, 0.132, 0.140, -0.211, 0.050, -0.157, -0.425, 0.068, 0.118, -0.282, -0.099, -0.100, 0.095, 0.097, 0.095, 0.099, 0.146, 0.141, 0.003, 0.134, 0.146, -0.286, -0.164, -0.202, -0.209, -0.196, -0.161, 0.114, 0.120, 0.108, 0.115, 0.113, 0.106, 0.107, 0.114, 0.115, 0.118, 0.150, 0.151, 0.116, 0.068, 0.079, 0.076],
  "smiles": "CCO[C@H]1OC(C(=O)NC2CC2)=C[C@@H](C2CCCCC2)[C@@H]1CCCO",
  "total_energy_ev": -30955.148,
  "e_above_lowest_kcal_mol": 6.8,
  "homo_ev": -8.87,
  "largest_force_ev_per_a": 0.84,
  "gap_ev": 9.48
}